C46H59MnO4 | ωB97M-V/def2-TZVPD

LUMO level (spin up / spin down) in eV: 2.56 / 2.56
Maximum force in eV/A: 3.0
2S+1: 6
Electronic energy in eV: -88169.0691
Net charge: -1
HOMO energy (spin up / spin down) in eV: -2.9702 / -4.1402

The geometry in XYZ format:
```
110
Properties=species:S:1:pos:R:3:forces:R:3
Mn 13.311789 3.631637 19.124740 -0.2045 0.6040 -0.7433
C 15.363354 7.241842 20.871273 0.1752 -0.8172 -0.5996
O 14.881416 5.986582 20.277708 0.5861 1.8358 0.5363
C 15.335144 5.566083 19.066650 0.6744 -0.2417 -1.9922
C 14.875780 6.053217 17.781266 -1.0713 -0.8532 1.8143
C 13.935177 7.238646 17.700162 1.5505 0.7203 -0.2133
C 12.524480 7.194174 18.158650 -1.6093 -0.0987 0.7195
C 11.836446 8.363671 18.504114 0.2503 0.4704 0.5479
C 10.623102 8.356870 19.222976 0.7578 -1.5579 0.1760
C 10.085891 7.065208 19.475507 -0.0266 0.6213 -0.5277
C 10.606462 5.877518 18.972563 -0.7055 0.7147 0.7530
C 9.922535 4.509915 19.205631 -0.8252 0.2598 0.5934
C 10.420450 3.774848 20.453257 -1.9984 0.2135 0.5790
C 10.063498 4.230786 21.764636 0.3017 0.1800 -1.6457
C 10.676750 3.742424 22.881125 -0.0519 0.2117 0.9419
C 11.508588 2.646156 22.720229 0.7352 -1.0696 -0.2994
C 11.763157 2.054443 21.481053 -0.9906 0.2367 -0.5300
C 12.862595 1.003971 21.476009 0.8182 0.0005 0.1133
C 14.218416 1.599397 21.876548 0.6840 0.2548 0.2318
C 14.725274 1.537498 23.186619 -0.3331 0.3185 0.6583
C 15.922057 2.177535 23.571345 -0.6981 -1.0697 -2.6697
C 16.638421 2.766885 22.500293 0.7758 0.8844 2.3443
C 16.146148 2.991621 21.269187 -0.9958 0.2265 -1.3337
C 16.867249 3.881346 20.250156 1.7008 -0.9769 1.6519
C 16.197898 4.454042 19.046521 -0.0225 0.0783 -1.0199
C 16.519418 3.855540 17.809051 -0.6043 -0.2222 -0.1932
C 16.013524 4.311785 16.571211 0.8176 -0.9884 1.3692
C 15.150151 5.344383 16.608326 -1.1098 1.9260 0.6275
C 16.446681 3.790097 15.226241 -0.0091 -1.4653 0.2290
C 15.219745 3.121515 14.492073 -0.3304 0.1244 0.3127
C 17.026428 4.971369 14.435710 -1.2830 0.5699 -1.8995
C 17.532383 2.752152 15.559278 1.0175 0.3509 -0.3419
C 14.997124 2.282277 20.895809 -1.2217 -0.3682 -0.8461
O 14.661128 2.269518 19.603957 -0.0632 -0.6106 0.6030
C 16.619681 2.020016 24.867728 0.2049 -1.5938 0.7148
C 17.112979 3.374317 25.298041 -1.7541 1.0203 1.8929
C 15.692580 1.350191 25.951597 0.4622 0.2717 0.1137
C 17.834015 1.074508 24.605997 0.0001 0.3919 -1.1986
C 11.066809 2.572433 20.320254 1.7123 -0.1495 2.1471
O 11.497515 2.297852 19.041024 0.3343 -1.1407 -1.4804
C 11.290660 1.035966 18.390120 -0.8739 -0.7967 0.4794
C 10.630224 4.517939 24.223108 -0.2529 -0.1371 0.7906
C 9.934666 3.681462 25.380566 -0.0647 0.2013 -2.4187
C 9.902039 5.864192 24.046219 0.5408 0.6745 -0.1330
C 12.091074 4.856517 24.603364 0.4685 0.2722 -0.1021
C 11.846689 5.963664 18.306689 0.0062 -0.7248 -0.5783
O 12.337411 4.882621 17.770142 0.7060 -0.9030 -0.0976
C 9.966809 9.593579 19.820375 0.0249 1.6991 -1.2032
C 10.969918 10.799781 19.795274 0.5017 -0.0448 -0.0800
C 9.513340 9.409419 21.264488 0.7076 -0.2125 0.7788
C 8.771524 9.987198 18.860642 0.9590 -0.2884 0.4633
H 14.540323 7.980106 20.905428 0.2914 -0.5214 0.2452
H 16.185675 7.682795 20.289276 -0.1825 -0.1983 -0.0779
H 15.788308 6.971541 21.859980 -0.5969 0.3193 -0.4059
H 14.025733 7.502756 16.649143 -0.3142 0.4714 -0.2529
H 14.451451 8.045365 18.270276 -0.3936 -0.1846 -0.4117
H 12.315604 9.328911 18.266137 -0.0896 -0.6155 0.2472
H 9.162827 7.016919 20.018433 -0.4793 -0.0913 0.3533
H 10.082119 3.878898 18.337362 0.1828 0.0760 -0.0622
H 8.792226 4.519117 19.351826 1.2230 0.7890 -0.3279
H 9.376317 5.056316 21.891332 0.1336 0.1238 -0.5067
H 12.082230 2.228542 23.561034 -0.2964 0.3778 -0.2921
H 13.061602 0.488890 20.548758 -0.3990 0.2312 -0.6637
H 12.572705 0.198702 22.146463 0.0757 0.0019 0.4564
H 14.138757 0.999503 23.960793 0.2982 0.3933 -0.6331
H 17.641669 3.162162 22.722194 -0.4399 0.0973 -0.1045
H 17.632828 3.161213 19.896307 -0.0458 0.5990 -0.3059
H 17.479043 4.637760 20.849723 -0.9976 -0.6079 -0.8492
H 17.000369 2.867061 17.848693 0.1049 0.9012 0.1690
H 14.600230 5.598579 15.694880 0.2819 0.3568 0.4167
H 14.422272 3.890766 14.471045 0.2062 -0.5409 -0.1489
H 14.827826 2.263218 15.094200 0.3681 0.7259 -0.3140
H 15.339848 2.733424 13.445215 0.4678 0.5461 0.8662
H 16.225747 5.812838 14.307222 1.5118 -1.4514 0.3710
H 17.223841 4.614465 13.368272 0.1693 0.5116 1.2981
H 17.930329 5.401528 14.902138 -0.4125 -0.2546 -0.2383
H 17.161200 1.882022 16.124827 -0.0310 0.3047 -0.4684
H 18.297087 3.246404 16.212705 -0.4895 -0.4591 -0.6386
H 18.051443 2.424925 14.653380 -0.1153 -0.1870 0.0052
H 16.186066 4.001753 25.483337 0.9765 -0.3940 -0.3483
H 17.723831 3.903607 24.587018 0.2988 -0.0411 -0.1592
H 17.581451 3.325361 26.288026 0.3773 -0.0135 -0.1940
H 14.868170 2.007768 26.269108 -0.1605 -0.2286 -0.7282
H 16.182928 1.201089 26.934979 0.3964 -0.1798 -0.6825
H 15.337052 0.363780 25.571616 0.0997 0.8000 0.4491
H 18.504946 1.588161 23.855134 -0.4798 -0.5780 0.9426
H 17.511944 0.129636 24.091625 0.2157 0.6904 0.7853
H 18.377206 0.901503 25.533226 0.1565 -0.2646 -0.0034
H 11.991932 0.275252 18.779795 -0.2237 0.3755 -0.2896
H 11.382372 1.101851 17.281275 0.2724 0.5408 0.9228
H 10.248955 0.656750 18.571955 0.7696 0.4421 0.0691
H 9.039384 3.239536 24.896906 0.2142 0.1959 0.6878
H 9.692813 4.198849 26.303161 0.0721 0.3309 -0.0840
H 10.629794 2.896105 25.556872 0.3647 -0.9473 0.5848
H 8.832744 5.794618 23.899720 -0.3936 -0.4142 -0.0642
H 10.299619 6.339930 23.133112 -0.0679 0.1584 0.5083
H 10.018920 6.573532 24.899400 0.2588 -0.6832 -0.4138
H 12.865002 4.052189 24.707353 -1.1645 0.2356 0.3513
H 12.051216 5.541645 25.456275 0.2769 -0.4135 0.3254
H 12.542033 5.450393 23.818514 -0.0931 0.2841 -0.5188
H 11.807500 10.584730 20.492793 -0.4240 0.2127 -0.3208
H 10.559704 11.806175 20.024968 -0.2656 -0.7951 0.2846
H 11.425603 10.952862 18.804402 -0.2232 -0.2471 0.2358
H 10.282597 8.937648 21.916152 -0.1603 0.2214 -0.6588
H 8.665844 8.761147 21.329338 -0.7220 -0.4401 0.0110
H 9.258887 10.340678 21.783098 -0.0966 0.1127 -0.4216
H 9.168934 9.987896 17.834921 -0.2852 -0.0074 0.2592
H 8.371219 10.966476 19.085157 -0.0673 0.4186 0.1591
H 7.954325 9.279974 18.942340 -0.0812 -0.3225 -0.1036
H 13.055792 4.440847 20.556914 -0.2466 0.2343 0.6528
```
Positions in Å, forces in eV/Å.